Entry 1:
Below is C35H32AsAuN3O as an isolated structure, with properties calculated with ωB97M-V/def2-TZVPD.

XYZ file:
```
73
Properties=species:S:1:pos:R:3:forces:R:3
Au 0.393770 -0.981642 0.204032 0.2 0.0 0.2
C -3.240237 -3.409251 1.076237 0.0 0.0 0.0
C -2.132477 -2.830885 0.463611 0.0 -0.1 0.1
N -1.337477 -1.948001 1.084042 -0.1 0.0 0.1
C -1.623204 -1.582985 2.334513 0.0 0.1 0.0
C -2.717085 -2.124850 3.038623 0.0 0.0 0.0
C -3.535897 -3.066906 2.376727 0.0 0.0 0.0
C -2.952993 -1.701151 4.362090 0.0 0.0 0.0
C -2.132039 -0.735279 4.983806 0.0 0.0 0.0
C -1.054532 -0.157492 4.301782 0.0 0.0 0.0
C -0.216557 0.837235 4.870067 0.0 0.0 0.0
C 0.803306 1.367099 4.115370 0.0 0.0 0.0
C 0.982139 0.906853 2.810450 0.0 0.1 0.0
N 0.198878 -0.032266 2.265684 -0.2 0.0 -0.1
C -0.788105 -0.561233 2.971497 0.0 0.0 0.1
H -3.847345 -4.115208 0.527446 0.0 0.0 0.0
H -1.857206 -3.080342 -0.553350 0.0 0.0 0.0
H -4.386154 -3.500855 2.889106 0.0 0.0 0.0
H -3.785925 -2.119491 4.915505 0.0 0.0 0.0
H -2.351928 -0.433899 6.001529 0.0 0.0 0.0
H -0.389499 1.168217 5.887155 0.0 0.0 0.0
H 1.463143 2.125905 4.511593 0.0 0.0 0.0
H 1.768858 1.285701 2.166972 0.0 0.0 0.0
C 3.154952 -5.259946 -1.536654 0.0 0.0 0.0
C 1.766436 -4.937732 -2.114682 0.0 0.0 0.0
C 1.843021 -4.758826 -3.636442 0.0 0.0 0.0
C 0.745366 -6.023487 -1.740546 0.0 0.0 0.0
C 1.321392 -3.675947 -1.498086 0.0 0.0 0.1
N 0.994500 -2.719448 -0.953832 -0.1 0.0 -0.2
H 3.488491 -6.203965 -1.966133 0.0 0.0 0.0
H 3.123851 -5.369833 -0.452775 0.0 0.0 0.0
H 3.879020 -4.489460 -1.801344 0.0 0.0 0.0
H 2.198941 -5.693573 -4.068256 0.0 0.0 0.0
H 2.544433 -3.969787 -3.905898 0.0 0.0 0.0
H 0.866642 -4.532339 -4.063429 0.0 0.0 0.0
H 1.062196 -6.959400 -2.199191 0.0 0.0 0.0
H -0.248645 -5.784180 -2.119263 0.0 0.0 0.0
H 0.698481 -6.173698 -0.661929 0.0 0.0 0.0
O 1.774838 0.438478 -0.281424 0.1 0.0 0.0
As 2.460135 0.696596 -1.845083 -0.1 0.1 0.1
C 1.277441 -0.155185 -3.071234 0.0 0.0 0.0
C -0.074531 0.184552 -3.009259 0.0 0.0 0.0
C -0.963619 -0.401519 -3.896595 0.0 0.0 0.0
C -0.496947 -1.299180 -4.851329 0.0 0.0 0.0
C 0.852493 -1.615732 -4.920996 0.0 0.0 0.0
C 1.748752 -1.048740 -4.023875 0.0 0.0 0.0
C 2.408221 2.579456 -2.100828 0.1 -0.1 -0.1
C 1.670984 3.363859 -1.221783 0.1 0.0 0.1
C 1.577236 4.728695 -1.451767 0.0 0.0 0.0
C 2.207649 5.295441 -2.549602 0.0 0.0 0.0
C 2.927072 4.503093 -3.434756 0.0 0.0 0.0
C 3.026313 3.138340 -3.218835 -0.1 0.0 0.0
C 4.186746 -0.101700 -1.889434 0.0 0.1 0.0
C 5.241674 0.481023 -2.586384 0.0 0.0 0.0
C 6.477628 -0.149683 -2.600173 0.0 0.0 0.0
C 6.658073 -1.342083 -1.914899 0.0 0.0 0.0
C 5.606419 -1.912463 -1.208739 0.0 0.0 0.0
C 4.364844 -1.297527 -1.195647 0.0 0.0 0.0
H -0.422044 0.936730 -2.307997 0.0 0.0 0.0
H -2.010272 -0.128253 -3.874185 0.0 0.0 0.0
H -1.187445 -1.731304 -5.563542 0.0 0.0 0.0
H 1.210184 -2.290120 -5.687725 0.0 0.0 0.0
H 2.805273 -1.286490 -4.077723 0.0 0.0 0.0
H 1.191850 2.914520 -0.361862 0.0 0.0 0.0
H 1.011336 5.352012 -0.772775 0.0 0.0 0.0
H 2.132340 6.360390 -2.723070 0.0 0.0 0.0
H 3.404582 4.946396 -4.297695 0.0 0.0 0.0
H 3.553122 2.526675 -3.939742 0.0 0.0 0.0
H 5.123669 1.422729 -3.101410 0.0 0.0 0.0
H 7.302147 0.298294 -3.137389 0.0 0.0 0.0
H 7.626642 -1.823672 -1.920040 0.0 0.0 0.0
H 5.762161 -2.830180 -0.656726 0.0 0.0 0.0
H 3.550673 -1.732841 -0.629827 0.0 0.0 0.0
```
Positions in Å, forces in eV/Å.

- E_tot: -107835.9658 eV
- Net charge: +3
- Multiplicity: 3
- HOMO-LUMO gap (alpha / beta): 6.109 / 3.146 eV


Entry 2:
Below is a 10-piece molecular cluster, C37H79N5O17 overall, with properties calculated with ωB97M-V/def2-TZVPD.

XYZ file:
```
138
Properties=species:S:1:pos:R:3:forces:R:3
O -13.460334 -11.930582 25.378121 -0.5 -0.1 -0.3
C -12.333578 -11.530216 25.208510 1.0 0.3 0.6
C -11.552636 -10.866143 26.258402 -0.5 0.1 0.0
C -10.234044 -10.648378 26.165391 -0.4 1.0 0.0
O -9.537497 -9.967965 27.078069 0.4 -0.1 -0.3
C -9.502579 -10.935230 24.889242 -0.4 -0.9 -0.5
O -8.320064 -10.746953 24.744006 0.1 0.2 0.2
C -10.310801 -11.512671 23.794515 0.5 0.2 0.1
C -11.615723 -11.731148 23.911484 -0.6 -0.5 -0.3
O -12.351632 -12.206418 22.891086 0.3 -0.3 -0.1
H -12.115618 -10.459393 27.091682 0.1 -0.4 0.2
H -10.111061 -9.724850 27.823874 -0.2 -0.2 0.4
H -9.755106 -11.804663 22.914725 -0.1 0.1 -0.1
H -13.082768 -12.741566 23.229038 -0.2 0.3 0.2
C -12.116425 -6.889099 31.330439 0.0 0.8 0.1
N -11.684614 -7.715155 30.237660 -0.1 -0.2 -0.5
C -11.816411 -7.121886 28.921423 -0.5 0.8 0.3
C -11.434483 -9.019986 30.378378 -0.1 0.2 0.4
O -11.143916 -9.788041 29.476909 0.2 -0.2 -0.3
H -11.386405 -6.099643 31.536199 0.1 -0.1 0.1
H -12.287064 -7.457226 32.240284 0.0 -0.1 0.0
H -13.033198 -6.364804 31.045948 -0.1 -0.2 0.1
H -11.406411 -6.109788 28.967401 0.5 -0.2 -0.3
H -11.379305 -7.726897 28.139985 0.2 0.0 0.0
H -12.878034 -6.942903 28.704302 0.0 -0.4 -0.1
H -11.532164 -9.329237 31.433141 0.1 -0.2 -0.1
C -6.257591 -2.194300 34.116288 -0.1 -0.8 -0.3
N -7.454608 -2.603473 33.391548 0.4 0.4 0.7
C -7.472981 -2.223368 32.012448 0.3 -0.3 -1.1
C -8.559903 -3.068560 34.001622 -0.6 -0.3 -0.4
O -9.609511 -3.319648 33.428808 0.1 0.1 0.1
H -6.306495 -2.463745 35.169541 -0.3 0.3 0.1
H -6.104261 -1.130869 33.942860 0.3 0.1 0.3
H -5.415633 -2.777817 33.730655 0.1 0.3 -0.1
H -8.405707 -2.542576 31.556873 -0.1 0.3 0.1
H -7.268707 -1.162215 31.838904 -0.3 0.1 0.3
H -6.674772 -2.721927 31.447413 0.0 -0.2 0.3
H -8.462486 -3.245695 35.081675 0.3 0.1 0.1
C -5.781672 -10.071918 26.237445 -1.1 1.0 0.1
N -5.210994 -11.291597 26.732587 0.1 -0.3 0.5
C -4.980758 -12.328969 25.763542 0.9 0.6 -1.2
C -4.817709 -11.421706 28.017706 -0.3 0.3 -0.4
O -4.100654 -12.296950 28.450304 0.1 -0.4 0.3
H -5.468516 -9.909537 25.206666 0.1 0.0 0.0
H -5.520940 -9.192509 26.828787 0.5 -0.2 0.1
H -6.879883 -10.055800 26.237769 0.3 -0.4 -0.1
H -4.587457 -13.240472 26.193754 -0.4 -0.1 0.3
H -5.859503 -12.453627 25.129313 -0.2 -0.4 0.4
H -4.215165 -11.984888 25.045874 0.0 -0.1 0.2
H -5.255316 -10.634496 28.659357 0.2 0.1 0.0
C -7.498761 -2.117505 24.820072 -0.5 0.9 -1.2
N -8.795575 -2.331269 24.172575 0.7 -0.8 0.9
C -9.517538 -1.203249 23.649692 -1.4 -0.4 -0.4
C -9.245943 -3.579764 23.939357 -0.1 0.1 -0.3
O -10.267770 -3.840894 23.335904 -0.1 0.0 0.0
H -7.590590 -1.550151 25.746253 0.0 0.0 0.0
H -6.975946 -1.527525 24.057902 0.6 0.1 0.6
H -6.944413 -3.032132 24.997530 -0.2 -0.2 0.0
H -9.701835 -1.336832 22.577189 0.5 0.3 -0.1
H -10.548259 -1.217057 24.025816 0.2 0.2 0.4
H -9.053316 -0.258086 23.899628 0.2 0.0 -0.1
H -8.562697 -4.363714 24.307980 0.0 0.0 0.1
C -4.455616 0.152298 26.405506 -0.8 1.0 0.7
N -3.244526 -0.102551 27.154021 -0.3 0.0 -0.1
C -3.121216 -1.280801 27.978727 1.9 0.1 1.4
C -2.294977 0.867707 27.266170 -0.6 -0.5 -0.3
O -1.337880 0.807991 28.003034 0.2 0.2 0.1
H -5.190564 0.702239 27.021445 0.1 -0.3 0.1
H -4.954647 -0.764785 26.108812 0.3 -0.1 -0.4
H -4.311214 0.876346 25.602338 0.4 -0.5 -0.4
H -2.346717 -1.952050 27.595035 -0.6 -0.4 -0.5
H -2.614566 -0.986825 28.908057 -0.1 0.3 -0.1
H -4.001511 -1.780341 28.355688 -0.5 0.0 -0.9
H -2.511901 1.692171 26.565177 0.2 0.2 0.1
C -5.061767 -7.681299 29.724574 0.1 -0.2 0.2
O -4.781011 -7.513615 28.336781 0.4 0.5 1.1
C -3.376237 -7.310626 28.211224 0.2 -0.5 -1.4
C -2.497971 -8.373973 28.875099 -0.8 0.0 0.2
O -1.318562 -8.459270 28.131733 0.1 0.6 -0.2
C -0.577408 -9.587057 28.460902 0.4 -1.0 0.5
H -6.082441 -7.407357 29.981463 -0.2 -0.2 -0.4
H -4.421879 -7.068640 30.372295 0.1 0.2 -0.3
H -4.826743 -8.718900 29.974262 -0.4 0.0 0.3
H -3.090772 -6.283566 28.461037 -0.1 -0.1 0.2
H -3.171223 -7.485318 27.150319 0.0 0.4 0.0
H -3.053339 -9.323452 28.811963 0.1 0.0 0.1
H -2.290112 -8.165600 29.931926 0.1 0.0 0.0
H -0.161906 -9.579869 29.480625 -0.2 0.3 0.0
H 0.274176 -9.683180 27.792327 -0.1 0.1 -0.2
H -1.207912 -10.485750 28.411595 0.1 0.0 -0.2
C -10.863238 -0.223779 30.680249 0.2 0.1 0.4
O -10.176261 -0.973820 29.711317 -0.2 0.1 -0.4
C -10.669463 -2.289127 29.555492 0.5 0.0 -0.5
C -10.367814 -2.744890 28.142497 -0.1 0.5 -0.6
O -11.104623 -2.094637 27.111039 0.3 0.2 0.6
C -12.486582 -2.249472 27.213067 -0.8 0.1 -0.6
H -11.947612 -0.355593 30.614406 0.0 0.0 -0.1
H -10.629122 0.827346 30.516141 0.0 0.0 0.0
H -10.533190 -0.500928 31.689441 -0.1 0.0 0.0
H -11.746487 -2.305941 29.729281 0.0 -0.3 0.4
H -10.097813 -2.955201 30.214744 -0.5 -0.2 0.3
H -10.505837 -3.827651 28.031532 0.2 -0.1 0.2
H -9.337699 -2.451517 27.937394 0.1 -0.3 -0.1
H -12.966296 -1.767064 28.072690 0.3 0.0 0.2
H -12.795619 -3.303571 27.189310 0.1 0.0 0.1
H -12.918536 -1.762654 26.335820 0.1 -0.1 0.0
C -6.441071 -1.339417 28.903802 0.1 0.5 0.4
O -6.401567 -2.517864 28.147083 0.0 -0.2 -0.8
C -6.992515 -3.672387 28.723843 -1.1 1.7 -0.2
C -7.260973 -4.666548 27.626717 0.9 -1.3 -0.1
O -7.933944 -5.726146 28.246293 -1.4 0.2 1.5
C -8.268207 -6.850223 27.494488 2.3 -0.7 -1.5
H -5.661421 -1.362696 29.672234 -0.1 0.2 0.1
H -7.397300 -1.059528 29.369439 -0.2 -0.7 0.0
H -6.260343 -0.506835 28.229362 0.3 -0.1 -0.1
H -7.981249 -3.340159 29.064145 0.1 -0.3 0.6
H -6.408772 -4.010682 29.581487 0.1 -0.5 -0.2
H -6.296085 -5.028364 27.232179 -0.1 0.0 -0.2
H -7.856977 -4.279651 26.794201 0.0 0.4 0.1
H -8.834423 -6.688705 26.568799 -0.4 0.4 0.3
H -8.674766 -7.683129 28.060186 -0.3 0.5 0.5
H -7.288419 -7.226729 27.138665 -0.3 -0.4 -0.2
C -7.368469 4.420428 30.889161 -0.4 0.5 0.0
O -7.277627 3.302150 30.042498 0.2 0.2 -0.3
C -7.056813 2.098322 30.721201 -1.0 -0.9 0.6
C -5.745550 1.998160 31.491760 0.2 1.6 -0.6
O -5.278272 0.685256 31.481466 0.3 -1.0 0.5
C -4.024175 0.539017 30.835265 0.2 1.8 -0.5
H -7.668188 5.296383 30.309863 0.1 -0.2 -0.3
H -6.408783 4.681984 31.346332 -0.1 -0.2 0.3
H -8.171440 4.290212 31.627140 0.3 -0.1 0.2
H -7.103865 1.277677 30.001470 0.4 0.3 -0.3
H -7.922189 1.861099 31.370908 0.2 0.3 0.1
H -5.785584 2.424539 32.499865 -0.3 -0.5 0.2
H -5.076832 2.719525 30.987255 0.2 -0.5 -0.2
H -3.640298 -0.471073 30.788017 -0.5 -0.3 0.2
H -3.273989 1.191826 31.301587 0.0 -0.3 0.3
H -4.122632 0.974361 29.829332 0.1 -0.5 -0.2
```
Positions in Å, forces in eV/Å.

- E_tot: -81901.2843 eV
- Net charge: 0
- Multiplicity: 1
- SMILES: O=C1C=C(O)C(=O)C=C1O.CN(C)C=O.CN(C)C=O.CN(C)C=O.CN(C)C=O.CN(C)C=O.COCCOC.COCCOC.COCCOC.COCCOC
- HOMO-LUMO gap: 7.552 eV